# 1
Entry from OMol25: C35H52DyOP3Sb as an isolated structure (ωB97M-V/def2-TZVPD).

As for the energy: -3588.439136 a.u. As for the expectation value of S²: 9.3468. The relative energy (zero: lowest compared OMol25 entry of this formula, charge and spin) is 26.43 kcal/mol. As for the HOMO-LUMO gap (alpha / beta): 6.2 / 6.2 eV. Its molecular weight is 865.98 g/mol.

```
! wB97M-V def2-TZVPD RIJCOSX def2/J DEFGRID3
* xyz 3 6
Dy 0.9811 0.4655 0.1324
P 0.6200 2.9722 2.1636
P -0.8045 1.7846 -1.5706
P 2.0196 -1.2865 1.9887
H 2.1051 -0.2683 -4.8334
C 2.4778 -1.1754 -4.3484
C 1.6581 -2.2062 -4.0398
H 0.5851 -2.1735 -4.2606
C 1.9529 4.1187 1.6834
C -0.9264 3.6359 1.9459
C 0.9498 2.1800 3.6546
C -1.0589 0.9366 -3.1779
C -2.5358 2.2530 -1.1882
C -0.1296 3.3923 -2.1374
C 1.9809 -2.9889 1.3174
C 1.2652 -1.5642 3.6211
C 3.7801 -1.1310 2.4322
H 3.5021 -1.1377 -3.9654
H 1.9939 -3.0003 -3.3583
H 1.6116 4.9749 2.2635
H 1.9907 4.2972 0.5931
H 2.9217 3.6746 1.9552
H -0.7394 4.4344 2.6682
H -1.6873 2.9540 2.3202
H -1.1666 4.0346 0.9630
H 0.8948 3.0954 4.2378
H 1.9253 1.7027 3.7489
H 0.1407 1.5023 3.9217
H -1.2415 1.7010 -3.9479
H -1.9220 0.2579 -3.1247
H -0.1642 0.3560 -3.4487
H -2.8349 3.0815 -1.8482
H -2.6121 2.5768 -0.1426
H -3.2086 1.3974 -1.3388
H -0.8714 3.8545 -2.8046
H 0.8124 3.2397 -2.6811
H 0.0634 4.0616 -1.2886
H 2.6905 -3.5912 1.9031
H 2.2908 -2.9816 0.2620
H 0.9710 -3.4136 1.3931
H 1.7738 -2.4158 4.0923
H 0.1998 -1.7913 3.5154
H 1.3844 -0.6685 4.2408
H 4.1428 -2.1243 2.7287
H 3.8829 -0.4291 3.2684
H 4.3664 -0.7630 1.5811
C 3.9339 1.3443 -0.7261
C 4.4708 2.5901 -0.3350
C 5.8696 2.7079 -0.1058
C 6.7039 1.5796 -0.2540
C 6.1597 0.3610 -0.7024
C 4.8031 0.2877 -1.0008
O 2.6255 0.9577 -0.8539
H 1.1173 2.1358 1.1855
H 3.8614 3.4852 -0.1886
H 6.3578 3.6735 0.1989
H 7.7837 1.6370 -0.0486
H 6.7704 -0.5463 -0.8260
H 4.3167 -0.6262 -1.3427
C -2.6953 -6.1034 -2.2249
C -1.6468 -5.3220 -2.7305
C -1.2854 -4.1271 -2.0907
C -1.9966 -3.6935 -0.9688
C -3.0482 -4.4656 -0.4674
C -3.3893 -5.6787 -1.0853
Sb -1.6173 -1.6672 -0.1929
C -3.6497 -1.0965 -0.8108
C -4.0016 -1.1831 -2.1631
C -5.3004 -0.8508 -2.5737
C -6.2598 -0.4667 -1.6294
C -5.9152 -0.4183 -0.2734
C -4.6132 -0.7418 0.1353
C -1.9016 -2.1181 1.9223
C -2.2781 -1.0946 2.7995
C -2.5166 -1.3814 4.1491
C -2.3619 -2.6881 4.6294
C -1.9447 -3.7008 3.7589
C -1.7084 -3.4151 2.4057
H -2.9714 -7.0385 -2.7174
H -1.1082 -5.6418 -3.6258
H -0.4591 -3.5319 -2.4860
H -3.6254 -4.1384 0.4014
H -4.2005 -6.2824 -0.6734
H -3.2838 -1.5320 -2.9110
H -5.5579 -0.9003 -3.6338
H -7.2730 -0.2132 -1.9479
H -6.6583 -0.1334 0.4739
H -4.3705 -0.7272 1.1995
H -2.4045 -0.0673 2.4452
H -2.8395 -0.5828 4.8211
H -2.5685 -2.9155 5.6773
H -1.8113 -4.7221 4.1216
H -1.4022 -4.2263 1.7390
*
```

=====

# 2
Entry from OMol25: C24H21NO6 in the gas phase (ωB97M-V/def2-TZVPD).

As for the energy: -1433.329361 a.u. The relative energy (zero: lowest compared OMol25 entry of this formula, charge and spin) is 73.26 kcal/mol. As for the HOMO-LUMO gap: 8.2 eV. Its molecular weight is 419.43 g/mol.

```
! wB97M-V def2-TZVPD RIJCOSX def2/J DEFGRID3
* xyz 0 1
C 4.2326 -0.4552 -0.4343
O 3.4813 0.4253 0.3579
C 3.1154 1.6072 -0.3131
C 2.2702 2.4752 0.6244
N 0.8620 2.1829 0.5770
C 0.0007 2.8792 -0.1882
O 0.2401 3.7850 -0.9671
C -1.3572 2.3486 0.1083
O -2.4032 2.8746 -0.5080
C -1.2633 1.3766 1.0484
C -2.3804 0.5685 1.5412
O -3.4842 0.6124 1.0270
C -2.1394 -0.3319 2.6751
C -2.9667 -1.3312 3.1347
C -2.3160 -1.9086 4.2413
C -1.1478 -1.2188 4.3848
O -1.0318 -0.2702 3.4506
C 0.1984 1.1686 1.3779
C 0.6502 -0.2284 1.0065
C 1.3974 -0.9985 1.8833
C 1.7804 -2.2781 1.5199
C 1.4440 -2.7875 0.2818
C 0.7095 -2.0094 -0.6098
O 0.3625 -2.5902 -1.7959
C 0.0634 -1.8164 -2.8917
C 0.7913 -0.6813 -3.2310
C 0.4772 0.0191 -4.3810
C -0.5505 -0.4105 -5.2032
C -1.2612 -1.5529 -4.8748
C -0.9602 -2.2559 -3.7235
C 0.3025 -0.7349 -0.2363
H 4.4577 -1.3167 0.1900
H 5.1664 0.0115 -0.7724
H 3.6673 -0.7864 -1.3139
H 2.5424 1.3799 -1.2243
H 4.0191 2.1620 -0.6101
H 2.6355 2.3356 1.6441
H 2.3778 3.5222 0.3281
H -2.0735 3.5786 -1.0973
H -3.9128 -1.6004 2.7132
H -2.6647 -2.7184 4.8484
H -0.3495 -1.3085 5.0957
H 0.4101 1.3496 2.4378
H 1.6798 -0.6002 2.8450
H 2.3543 -2.8824 2.2064
H 1.7363 -3.7824 -0.0155
H 1.6038 -0.3564 -2.5968
H 1.0424 0.9035 -4.6353
H -0.7931 0.1414 -6.0984
H -2.0596 -1.8963 -5.5152
H -1.5056 -3.1461 -3.4519
H -0.2980 -0.1414 -0.9110
*
```